[1]
Here is a structure of composition C3H6F2 in a non-equilibrium geometry from the Open Molecules 2025 dataset. Energies are from wB97M-V/def2-TZVPD.

## Properties
net charge	0
total energy	-317.37263	a.u.
LUMO energy (alpha / beta)	0.0377 / -0.0900	Ha
2S+1	3

Last column: natural (NBO) charge in e.
Element x y z (Å)
C 0.0859 -1.3488 0.0209  -0.761
C -0.7175 1.4101 -0.0196  -0.565
C 0.6285 -0.0517 -0.0149  0.731
F 1.5323 0.2452 -1.0147  -0.350
F 1.3861 0.1746 1.0328  -0.325
H 0.4583 -1.9698 -0.8252  0.247
H 0.4665 -1.7770 0.9507  0.243
H -0.9881 -1.5809 0.0857  0.232
H -1.3871 1.0148 -0.8069  0.184
H -0.3339 2.3323 -0.3665  0.180
H -1.1311 1.5512 0.9576  0.185

[2]
Here is a structure of composition C4H6BrNO2 in a non-equilibrium geometry from the Open Molecules 2025 dataset. Energies are from wB97M-V/def2-TZVPD.

## Properties
energy above the lowest of the compared OMol25 structures with the same formula, charge and spin	158.7	kcal/mol
net charge	0
total energy	-2935.02366	a.u.
LUMO energy (alpha / beta)	-0.0664 / -0.0109	Ha
2S+1	1

Last column: natural (NBO) charge in e.
Element x y z (Å)
C 1.2254 -0.2789 -0.0039  -0.384
C 0.2093 -0.7258 -1.1204  -0.505
C 0.1688 -0.4925 1.0246  -0.523
C -0.7650 -0.7691 -0.0195  0.025
N -0.7406 2.2549 0.0302  0.516
O -1.3355 2.4044 -1.0192  -0.276
O -1.0133 2.4007 1.1591  -0.245
Br -2.2548 -1.9172 0.2798  0.043
H 2.0757 -0.9830 -0.0150  0.217
H 1.5556 0.7910 0.0462  0.208
H -0.1647 -0.0308 -1.8552  0.234
H 0.5378 -1.5401 -1.7418  0.228
H 0.3120 -1.5393 1.5484  0.222
H 0.1892 0.4255 1.6868  0.241

[3]
Here is a structure of composition C14H17MoN3Se in a non-equilibrium geometry from the Open Molecules 2025 dataset. Energies are from wB97M-V/def2-TZVPD.

## Properties
net charge	+2
total energy	-3176.88204	a.u.
LUMO energy (alpha / beta)	-0.3493 / -0.3048	Ha
2S+1	3

Last column: natural (NBO) charge in e.
Element x y z (Å)
C 1.5810 -2.9878 1.3452  -0.548
C 0.2442 -3.6647 1.7200  -0.624
H 1.8519 -3.1748 0.2901  0.234
H 2.3896 -3.4170 1.9600  0.282
H 1.5883 -1.8776 1.4955  0.113
H -0.5688 -3.5256 0.9882  0.201
H 0.3347 -4.7513 1.8650  0.267
H -0.1556 -3.2755 2.6675  0.217
C 2.2882 0.1068 -1.4496  0.074
C 2.8789 0.9472 -2.3922  -0.209
C 2.1106 1.8893 -3.0929  -0.098
C 0.7316 1.9039 -2.8629  -0.175
H 2.8023 -0.7189 -0.9474  0.234
H 3.9467 0.8866 -2.5706  0.265
H 2.5522 2.5956 -3.8157  0.271
H 0.0479 2.5559 -3.3889  0.244
N 0.9743 0.3097 -1.0995  -0.535
C 0.1383 1.0910 -1.8711  0.181
C -1.2271 1.1736 -1.3841  0.184
N -1.4136 0.4886 -0.1744  -0.506
C -2.6122 0.6713 0.4517  0.104
C -3.3873 2.2978 -1.1285  -0.074
C -3.5944 1.5767 0.0606  -0.220
H -2.7584 0.0617 1.3389  0.232
H -4.4793 1.6730 0.7128  0.274
C -2.2089 2.0706 -1.8722  -0.193
H -2.0589 2.5869 -2.8354  0.260
H -4.1796 2.9904 -1.4374  0.268
Mo 0.2529 -0.4432 0.7964  1.490
C -1.0433 -1.0613 2.2289  -0.944
H -1.5489 -1.6943 1.4214  0.218
H -1.8064 -0.4174 2.7051  0.250
H -0.5507 -1.6887 3.0094  0.264
Se 3.3538 2.5541 3.0487  0.482
C 2.1281 1.5441 2.3668  0.120
N 1.3980 0.7231 1.8506  -0.602

[4]
Here is a structure of composition C15H14F6N5O4PtS3Se2 from the Open Molecules 2025 dataset. Energies are from wB97M-V/def2-TZVPD.

## Properties
energy above the lowest of the compared OMol25 structures with the same formula, charge and spin	44.4	kcal/mol
net charge	+1
total energy	-7870.42889	a.u.
LUMO energy	-0.1419	Ha
2S+1	1

Last column: natural (NBO) charge in e.
Element x y z (Å)
Pt -0.8000 -0.0356 -0.3343  0.717
F 4.4894 1.7796 0.3089  -0.298
C 3.3041 2.3554 0.1711  0.768
F 3.0172 3.0461 1.2688  -0.306
F 3.3252 3.1721 -0.8757  -0.305
S 1.9852 1.0632 -0.1598  1.475
O 2.6550 0.2060 -1.1296  -0.939
O 2.1151 0.3228 1.2948  -0.912
N -1.7631 1.9550 0.1820  -0.908
S -3.4633 1.6602 0.1665  2.187
O -3.6614 0.5752 -0.7482  -0.914
O -4.2330 2.8441 0.0418  -0.849
C -3.7649 0.9229 1.8807  0.768
F -2.6651 0.7974 2.6157  -0.311
F -4.6480 1.6645 2.5085  -0.276
F -4.2644 -0.2961 1.6850  -0.303
Se -1.2836 3.3601 1.4898  -0.246
Se 0.7797 0.9169 2.4384  0.768
C -0.2169 -0.7126 2.5118  -0.027
C -0.4198 -1.3163 3.7381  -0.228
C -1.2432 -2.4322 3.8147  -0.116
C -1.7901 -2.9371 2.6497  -0.228
C -1.5320 -2.2966 1.4515  0.077
N -0.7822 -1.1879 1.3793  -0.506
C -1.4375 2.3556 -1.1793  0.352
C -1.5299 3.6072 -1.7457  -0.222
C -1.1104 3.7208 -3.0631  -0.115
C -0.6068 2.6135 -3.7393  -0.229
C -0.5257 1.3994 -3.0882  0.061
N -0.9553 1.3011 -1.8286  -0.454
H 0.0658 -0.9161 4.6164  0.256
H -1.4351 -2.9062 4.7678  0.247
H -2.4211 -3.8140 2.6519  0.252
H -1.9432 -2.6456 0.5155  0.241
H -1.9058 4.4285 -1.1541  0.285
H -1.1661 4.6787 -3.5626  0.245
H -0.2710 2.6888 -4.7633  0.247
H -0.1318 0.5004 -3.5404  0.234
S -0.3120 -1.8087 -1.6633  -0.078
C 1.2929 -2.3494 -1.2947  0.382
N 2.0997 -2.8191 -2.2314  -0.551
C 3.4346 -3.1284 -1.7050  -0.226
C 3.2745 -2.8209 -0.1999  -0.226
N 1.8685 -2.4158 -0.1082  -0.559
H 1.8698 -2.7674 -3.2085  0.435
H 4.1714 -2.4790 -2.1731  0.228
H 3.6966 -4.1668 -1.8939  0.221
H 3.9198 -2.0052 0.1197  0.231
H 3.4558 -3.6958 0.4202  0.219
H 1.4622 -1.9829 0.7016  0.433

Q: What is the 2S+1 in the second record?
A: 1

Copy entry 1 word for word.
Here is a structure of composition C3H6F2 in a non-equilibrium geometry from the Open Molecules 2025 dataset. Energies are from wB97M-V/def2-TZVPD.

## Properties
net charge	0
total energy	-317.37263	a.u.
LUMO energy (alpha / beta)	0.0377 / -0.0900	Ha
2S+1	3

Last column: natural (NBO) charge in e.
Element x y z (Å)
C 0.0859 -1.3488 0.0209  -0.761
C -0.7175 1.4101 -0.0196  -0.565
C 0.6285 -0.0517 -0.0149  0.731
F 1.5323 0.2452 -1.0147  -0.350
F 1.3861 0.1746 1.0328  -0.325
H 0.4583 -1.9698 -0.8252  0.247
H 0.4665 -1.7770 0.9507  0.243
H -0.9881 -1.5809 0.0857  0.232
H -1.3871 1.0148 -0.8069  0.184
H -0.3339 2.3323 -0.3665  0.180
H -1.1311 1.5512 0.9576  0.185